Entry 1:
{
  "formula": "C37H39Cl2N8O7S3Ta",
  "method": "wB97M-V/def2-TZVPD",
  "charge": 2,
  "lumo_energy_ev": -6.5172,
  "homo_ha": -0.46669,
  "relative_energy_ev": 1.310,
  "species": ["Ta", "Cl", "Cl", "S", "S", "S", "O", "O", "O", "O", "O", "O", "O", "N", "N", "N", "N", "N", "N", "N", "N", "C", "C", "C", "C", "C", "C", "C", "C", "C", "C", "C", "C", "C", "C", "C", "C", "C", "C", "C", "C", "C", "C", "C", "C", "C", "C", "C", "C", "C", "C", "C", "C", "C", "C", "C", "C", "C", "H", "H", "H", "H", "H", "H", "H", "H", "H", "H", "H", "H", "H", "H", "H", "H", "H", "H", "H", "H", "H", "H", "H", "H", "H", "H", "H", "H", "H", "H", "H", "H", "H", "H", "H", "H", "H", "H", "H"],
  "positions_angstrom": [[0.527, -0.371, 0.056], [1.562, 1.813, 1.267], [5.433, -1.842, 2.157], [-0.810, -0.257, 2.102], [2.536, -1.232, 1.125], [-0.912, 2.775, -0.509], [-0.654, 1.224, -0.525], [0.534, -1.151, -1.634], [-0.410, 1.268, -4.993], [1.974, 4.565, -3.822], [-1.738, -2.843, -5.258], [-3.842, -3.394, -4.789], [0.346, -1.708, -3.795], [-0.677, -1.417, 4.851], [2.177, 0.809, -1.408], [1.289, 2.934, -5.249], [-0.176, -2.877, 1.814], [-3.229, -1.646, -1.088], [0.104, -2.521, 0.629], [-0.500, -2.275, 3.945], [-1.931, -1.357, -1.173], [-2.805, -2.900, -4.455], [0.891, 1.571, -5.482], [-0.513, -3.059, 6.672], [-0.059, -5.718, -2.122], [-0.447, -1.881, 2.675], [-0.853, -2.305, 8.936], [2.493, 2.356, -3.202], [-1.585, -1.759, -2.389], [1.893, 3.392, -4.115], [3.553, 0.068, 1.754], [0.079, -3.642, -0.304], [5.654, 0.764, 2.743], [-1.010, -0.736, 7.127], [-0.737, -1.763, 6.244], [-2.087, 3.020, 0.845], [-1.921, 3.061, -1.981], [3.501, 0.598, -1.388], [-1.534, 5.495, 1.071], [3.868, 2.186, -3.131], [3.167, 1.394, 1.836], [-4.170, 1.833, -1.741], [-2.663, -2.305, -3.096], [-1.069, -1.013, 8.485], [1.695, 1.653, -2.330], [4.836, -0.228, 2.224], [5.215, 2.076, 2.797], [-1.092, -5.519, -1.213], [3.952, 2.409, 2.335], [-0.170, -1.568, -2.735], [-3.712, -2.220, -2.212], [-2.805, 1.893, -2.424], [4.372, 1.268, -2.232], [-0.575, -3.322, 8.030], [-1.605, 4.136, 1.768], [1.127, -3.845, -1.185], [-1.021, -4.481, -0.296], [1.055, -4.889, -2.097], [6.639, 0.495, 3.104], [-0.628, 3.868, 2.183], [0.971, 1.354, -6.545], [0.890, 3.666, -5.822], [-0.293, -3.840, 5.956], [3.591, 3.430, 2.366], [-0.975, -2.436, -4.813], [-2.303, 4.183, 2.606], [-0.755, -0.431, 4.603], [0.618, 1.740, -2.396], [-3.059, 3.247, 0.411], [-3.733, -1.436, -0.242], [3.870, -0.128, -0.682], [-2.498, 3.948, -1.702], [-1.954, -6.173, -1.217], [5.434, 1.066, -2.172], [-0.795, 5.505, 0.261], [-2.506, 5.771, 0.651], [-4.701, 2.785, -1.816], [-2.131, 2.047, 1.335], [-1.246, 6.278, 1.771], [-1.208, 3.349, -2.756], [5.860, 2.847, 3.199], [1.568, 0.916, -4.943], [-4.795, 1.077, -2.219], [-1.817, -4.312, 0.419], [-0.116, -6.527, -2.840], [-1.061, 1.534, -5.650], [-2.276, 0.955, -2.265], [-1.183, 0.273, 6.763], [-4.739, -2.535, -2.328], [-0.399, -4.330, 8.384], [1.876, -5.057, -2.784], [-4.091, 1.570, -0.682], [-1.284, -0.217, 9.187], [4.522, 2.749, -3.787], [-0.904, -2.523, 9.995], [2.009, -3.217, -1.146], [-2.919, 1.992, -3.502]]
}



Entry 2:
{
  "formula": "C37H39Cl3N6O6PSiW",
  "method": "wB97M-V/def2-TZVPD",
  "charge": 1,
  "lumo_energy_ev": [-2.3605, -3.1318],
  "s2": 2.015,
  "multiplicity": 3,
  "homo_ha": [-0.35526, -0.40512],
  "relative_energy_ev": 0.000,
  "species": ["W", "Cl", "Cl", "Cl", "P", "Si", "O", "O", "O", "O", "O", "O", "N", "N", "N", "N", "N", "N", "C", "C", "C", "C", "C", "C", "C", "C", "C", "C", "C", "C", "C", "C", "C", "C", "C", "C", "C", "C", "C", "C", "C", "C", "C", "C", "C", "C", "C", "C", "C", "C", "C", "C", "C", "C", "C", "H", "H", "H", "H", "H", "H", "H", "H", "H", "H", "H", "H", "H", "H", "H", "H", "H", "H", "H", "H", "H", "H", "H", "H", "H", "H", "H", "H", "H", "H", "H", "H", "H", "H", "H", "H", "H", "H", "H"],
  "positions_angstrom": [[0.089, 0.172, -0.568], [-2.556, 2.826, 0.162], [-3.675, -0.294, -0.281], [-2.931, 1.647, -2.804], [0.885, -1.170, -2.535], [-2.226, 1.077, -0.962], [1.657, -1.126, 0.644], [0.470, 1.351, -2.216], [2.699, 0.492, -0.402], [-2.206, 0.805, 2.674], [1.349, 3.220, -3.085], [-0.590, -0.029, 1.386], [-1.807, 3.534, 3.576], [-0.748, -1.981, -0.392], [0.724, 2.128, 0.187], [-0.437, -2.318, 2.608], [-1.451, 1.874, 5.104], [-0.315, 3.891, 5.312], [-1.722, -1.132, -6.308], [-0.127, -0.191, 5.030], [2.965, 0.245, -3.701], [1.172, 2.996, -0.726], [4.304, 0.537, -3.913], [-1.484, -1.137, -3.923], [2.613, -0.280, 0.569], [4.527, 0.889, 1.655], [5.290, -0.284, -3.384], [0.471, -1.043, -5.321], [1.576, 3.550, 1.889], [-1.184, 3.094, 4.667], [1.006, 2.544, -2.149], [-2.294, -1.170, -5.045], [3.566, -0.116, 1.711], [3.604, -1.695, -2.417], [0.963, -5.274, -2.401], [-0.459, -4.421, -0.650], [-0.100, -1.062, -4.052], [1.257, -3.984, -2.803], [5.243, 0.326, 3.881], [5.364, 1.108, 2.738], [0.109, -5.490, -1.321], [-0.578, 0.996, 5.888], [-1.441, -1.406, 3.138], [4.939, -1.399, -2.636], [2.014, 4.461, 0.939], [1.799, 4.179, -0.399], [-0.343, -1.075, -6.444], [-1.448, -0.100, 2.338], [-1.321, -1.092, 4.638], [2.612, -0.882, -2.960], [0.702, -2.907, -2.115], [0.925, 2.401, 1.482], [4.291, -0.684, 3.936], [-0.161, -3.128, -1.060], [3.455, -0.905, 2.851], [1.914, -3.807, -3.645], [-2.258, -0.633, 4.961], [3.338, -2.551, -1.809], [1.545, -1.013, -5.441], [5.901, 0.495, 4.723], [-1.264, -2.044, 5.167], [5.707, -2.037, -2.217], [4.572, 1.413, -4.488], [-2.422, -1.865, 2.978], [4.601, 1.485, 0.755], [-3.369, -1.215, -4.931], [0.388, 0.184, 4.139], [2.531, 5.364, 1.236], [2.123, 4.824, -1.204], [0.271, 1.551, 6.283], [-0.217, 4.850, 5.030], [0.570, 1.666, 2.187], [-1.131, -4.584, 0.184], [-0.352, -3.150, 3.177], [4.214, -1.308, 4.817], [1.394, -6.115, -2.926], [-0.120, -6.499, -1.008], [0.475, -1.878, 2.498], [-1.152, 0.629, 6.740], [-1.940, -1.178, -2.941], [-2.352, -1.151, -7.188], [-2.092, 1.364, 4.494], [6.119, 1.882, 2.690], [1.757, 3.706, 2.944], [-0.664, -2.134, 0.628], [-1.674, 4.473, 3.243], [0.616, -0.749, 5.600], [0.105, -1.055, -7.429], [2.205, 0.904, -4.100], [-2.216, 2.855, 2.936], [2.728, -1.706, 2.870], [-1.747, -1.931, -0.595], [6.334, -0.053, -3.552], [-0.035, 3.665, 6.250]]
}



Entry 3:
{
  "formula": "C37H39Cl6F5O3",
  "method": "wB97M-V/def2-TZVPD",
  "charge": 0,
  "lumo_energy_ev": 0.5327,
  "smiles": "CCOC(=O)OC.Fc1ccccc1.Fc1ccccc1.Fc1ccccc1.Fc1ccccc1.Fc1ccccc1.ClCCl.ClCCl.ClCCl",
  "homo_ha": -0.33254,
  "species": ["Cl", "Cl", "Cl", "Cl", "Cl", "Cl", "F", "F", "F", "F", "F", "O", "O", "O", "C", "C", "C", "C", "C", "C", "C", "C", "C", "C", "C", "C", "C", "C", "C", "C", "C", "C", "C", "C", "C", "C", "C", "C", "C", "C", "C", "C", "C", "C", "C", "C", "C", "C", "C", "C", "C", "H", "H", "H", "H", "H", "H", "H", "H", "H", "H", "H", "H", "H", "H", "H", "H", "H", "H", "H", "H", "H", "H", "H", "H", "H", "H", "H", "H", "H", "H", "H", "H", "H", "H", "H", "H", "H", "H", "H"],
  "positions_angstrom": [[0.617, -7.089, 3.288], [-1.891, 0.375, -2.481], [-1.191, -0.833, 3.853], [-0.306, 1.903, 4.597], [-0.763, -4.954, 1.832], [0.480, 2.102, -2.444], [-2.647, 0.181, 0.614], [-4.857, -3.301, 1.942], [5.003, 2.530, -1.711], [6.081, 5.273, 1.971], [-0.791, -5.822, -1.943], [1.812, 0.622, 0.677], [0.972, -1.072, -0.512], [2.695, -0.068, -1.292], [4.691, 3.390, 1.729], [-3.739, 2.193, 1.157], [3.570, 4.115, -2.693], [0.277, -6.386, 1.720], [-3.692, -4.777, -1.098], [4.536, 3.786, -1.739], [3.664, 2.579, 2.213], [3.532, 6.332, -1.767], [4.462, 4.865, 3.649], [-0.380, 0.749, -1.647], [4.510, 6.013, -0.842], [3.082, 5.413, -2.719], [-5.610, 2.162, 2.652], [3.112, 2.871, 3.453], [0.583, -3.943, -2.297], [4.962, 4.705, -0.796], [-5.358, -2.700, -0.288], [-1.256, 0.909, 3.483], [5.066, 4.504, 2.435], [-4.272, -3.927, -2.040], [-4.494, 0.133, 2.079], [-0.070, -1.229, 0.463], [-0.881, -4.752, -4.028], [3.455, 4.038, 4.101], [3.726, 0.926, -1.153], [-0.366, -4.838, -2.751], [-1.067, -2.201, -0.116], [-5.071, -2.866, -1.639], [-3.595, 0.827, 1.293], [-4.730, -3.510, 0.619], [0.932, -2.836, -3.072], [-3.879, -4.550, 0.254], [-4.708, 2.880, 1.880], [-0.419, -3.760, -4.883], [1.848, -0.113, -0.269], [-5.497, 0.787, 2.800], [0.504, -2.853, -4.415], [-0.607, -3.084, -0.562], [0.251, -0.135, -1.605], [-3.015, -5.525, -1.491], [2.434, 5.763, -3.510], [4.358, 0.992, -2.034], [-2.279, 1.263, 3.504], [3.249, 1.886, -0.961], [5.125, 3.139, 0.769], [4.923, 5.703, 4.152], [-3.298, -5.145, 0.945], [-1.688, -1.693, -0.856], [-1.754, -2.645, 0.606], [5.652, 4.340, -0.044], [-3.031, 2.773, 0.575], [0.331, -1.562, 1.421], [1.070, -4.069, -1.338], [-0.704, -3.688, -5.923], [-4.088, -4.083, -3.094], [4.378, 0.612, -0.334], [3.285, 1.775, 1.598], [-4.493, -0.949, 2.155], [-0.526, -0.258, 0.652], [-4.848, 3.941, 1.737], [2.942, 4.288, 5.025], [4.856, 6.779, -0.164], [-0.858, 1.046, 2.483], [-6.440, 2.716, 3.077], [3.055, 7.305, -1.771], [-5.543, -2.249, -2.391], [1.173, -6.059, 1.206], [-0.603, 1.031, -0.623], [2.336, 2.215, 3.821], [1.710, -2.125, -2.838], [-1.685, -5.384, -4.385], [0.922, -2.096, -5.069], [-6.078, -1.988, 0.096], [3.344, 3.335, -3.409], [-6.268, 0.217, 3.295], [-0.232, -7.168, 1.166]]
}